1.
This record from the OMol25 dataset describes a cluster of 3 separate species, C14H15ClF19O4S2 in total in a non-equilibrium geometry. The level of theory is ωB97M-V with the def2-TZVPD basis set.

Values from the calculation:
LUMO energy in eV: -6.673
Charge: +1

Cartesian coordinates (Å):
O -0.3001 -0.7636 -1.3191
S -1.6895 -0.1304 -1.2311
O -2.0913 -0.1214 0.2273
S -2.9375 -1.2871 -2.4835
C -4.6307 -1.5684 -1.7573
C -5.2535 -0.3184 -0.9471
C -5.2836 1.0766 -1.7672
Cl -6.8499 1.9988 -1.3326
C -1.4212 1.6335 -1.8931
F -1.4014 2.5811 -0.8123
F -2.3750 1.9631 -2.9233
F -0.1234 1.6871 -2.5399
H -3.1309 -0.4826 -3.6332
H -4.5922 -2.5263 -1.0934
H -5.3236 -1.8608 -2.6525
H -4.6841 -0.2046 0.0486
H -6.3582 -0.5752 -0.6729
H -4.4291 1.7757 -1.3916
H -5.2316 0.9394 -2.9154
C 2.7041 2.5287 -1.1015
C 3.5435 2.1680 0.1401
C 3.4791 3.1472 1.3129
F 3.8330 4.4037 0.9921
F 4.3231 2.7586 2.3046
F 4.8224 1.9473 -0.2492
F 3.0810 0.9588 0.5893
O 3.3600 3.2471 -2.1621
C 3.5071 4.6476 -1.9907
C 4.9625 5.0784 -1.7449
F 5.5491 4.3692 -0.7582
F 5.0222 6.3815 -1.3765
F 2.6568 5.0569 -1.0245
F 3.0628 5.2138 -3.1367
H 2.4253 1.5788 -1.5659
H 1.7496 2.9943 -0.8349
H 2.4699 3.1795 1.7370
H 5.5628 4.9480 -2.6489
C -1.2880 -3.8485 2.9318
C -0.3407 -4.9655 3.4123
C 0.9810 -4.5149 4.0357
F 1.7235 -3.7342 3.2299
F 1.7548 -5.5894 4.3387
F -0.1356 -5.8314 2.3892
F -1.0215 -5.6749 4.3642
O -1.2124 -3.4561 1.5465
C -0.1664 -2.5673 1.1889
C 0.9281 -3.2301 0.3352
F 1.3839 -4.3746 0.8819
F 1.9975 -2.4083 0.2030
F 0.3083 -1.9856 2.3094
F -0.7504 -1.5688 0.4727
H -2.3011 -4.2471 3.0322
H -1.2688 -2.9769 3.5939
H 0.8044 -3.9665 4.9669
H 0.5505 -3.4673 -0.6630

Cartesian forces, eV/Å:
-4.877 3.294 -3.907
6.514 -0.747 6.610
-2.461 2.468 -5.887
-1.203 -0.851 -1.544
-2.324 -0.047 0.660
-0.429 0.124 0.242
0.491 0.146 0.635
1.545 -0.980 -0.564
1.855 4.024 -2.051
-0.500 -3.332 -3.642
2.367 -0.894 3.213
-4.261 -0.350 2.218
0.083 -0.409 1.338
0.518 1.794 -1.157
1.561 0.676 1.212
-0.894 -0.077 -1.652
2.053 0.161 -0.630
-1.568 -1.301 -0.885
-0.259 0.286 1.933
-0.396 -0.210 -0.714
0.725 -0.262 -0.857
0.040 0.141 1.189
-0.067 -0.142 0.000
-0.134 -0.318 -0.338
-0.271 0.135 0.244
-0.312 0.425 0.168
0.323 0.978 1.074
-1.387 -1.188 -0.177
0.907 0.302 0.079
-0.166 -0.055 -0.355
-0.449 -0.154 -0.203
0.311 0.411 -0.286
0.534 -0.059 0.197
0.332 0.023 0.086
0.317 0.143 0.197
-0.056 -0.143 -0.165
-0.250 -0.051 -0.114
-0.831 0.245 0.066
-0.389 -0.462 -0.848
0.854 -0.271 0.945
-0.113 -0.021 -0.014
-0.492 -0.035 -0.125
0.132 0.184 0.205
0.275 0.519 0.076
1.485 0.365 -0.049
-1.251 -0.361 1.641
0.784 -0.440 -0.427
-0.405 0.225 -0.200
-0.481 0.256 0.116
0.192 0.188 -0.723
1.917 -4.110 3.435
0.224 -0.173 -0.136
0.312 -0.164 -0.122
-0.226 -0.030 -0.061
-0.199 0.126 0.051

The natural (NBO) scheme yields these atomic charges, measured in e:
1 O -0.748
2 S 1.716
3 O -0.736
4 S 0.401
5 C -0.544
6 C -0.469
7 C -0.394
8 Cl -0.024
9 C 0.793
10 F -0.265
11 F -0.314
12 F -0.279
13 H 0.256
14 H 0.308
15 H 0.299
16 H 0.264
17 H 0.286
18 H 0.233
19 H 0.218
20 C -0.136
21 C 0.594
22 C 0.520
23 F -0.316
24 F -0.319
25 F -0.305
26 F -0.329
27 O -0.510
28 C 0.846
29 C 0.499
30 F -0.314
31 F -0.316
32 F -0.320
33 F -0.315
34 H 0.224
35 H 0.198
36 H 0.138
37 H 0.160
38 C -0.140
39 C 0.595
40 C 0.516
41 F -0.321
42 F -0.316
43 F -0.310
44 F -0.320
45 O -0.526
46 C 0.855
47 C 0.504
48 F -0.305
49 F -0.314
50 F -0.311
51 F -0.346
52 H 0.231
53 H 0.213
54 H 0.148
55 H 0.145



2.
This record from the OMol25 dataset describes a structure of composition C31H25N3O2PZr. The level of theory is ωB97M-V with the def2-TZVPD basis set.

Values from the calculation:
LUMO energy in eV: -11.017
Charge: +3

Cartesian coordinates (Å):
Zr -0.2031 0.0653 -0.0786
O -1.5320 -3.3392 3.9860
C -1.6013 -2.1077 4.4781
C -2.2065 -1.9623 5.7297
C -2.3040 -0.7191 6.3045
C -1.8139 0.4337 5.6577
C -1.2365 0.3173 4.4289
C -1.1183 -0.9517 3.8023
C -0.5252 -1.0547 2.5224
O -0.1882 0.1042 1.8704
N -0.2612 -2.1861 1.8910
N 0.3509 -1.8789 0.7143
C 1.2168 -2.6203 0.1337
C 2.0058 -1.9480 -0.9054
C 3.0437 -2.5662 -1.5645
C 3.8712 -1.7997 -2.3892
C 3.6318 -0.4438 -2.5185
C 2.5560 0.1107 -1.8414
N 1.7532 -0.6116 -1.0486
H -1.0309 -3.3712 3.1543
H -2.5696 -2.8506 6.2277
H -2.7575 -0.6267 7.2829
H -1.8834 1.3953 6.1457
H -0.8391 1.1882 3.9271
H 1.4434 -3.6249 0.4785
H 3.2277 -3.6231 -1.4245
H 4.7008 -2.2661 -2.9049
H 4.2651 0.1887 -3.1246
H 2.3401 1.1697 -1.9330
C -4.7002 -4.4134 -2.6062
C -5.2628 -3.1401 -2.6222
C -4.5512 -2.0662 -2.1224
C -3.2660 -2.2851 -1.6063
C -2.6986 -3.5607 -1.5923
C -3.4267 -4.6259 -2.0935
P -2.3757 -0.8997 -0.9725
C -1.9148 0.4468 -2.1069
C -0.7883 0.2271 -2.9284
C -0.4151 1.1657 -3.8791
C -1.1780 2.3183 -4.0422
C -2.3127 2.5326 -3.2644
C -2.6800 1.6119 -2.2991
C -3.1711 -0.0341 0.3837
C -2.7186 1.2301 0.7913
C -3.2292 1.8612 1.9178
C -4.2244 1.2275 2.6486
C -4.6668 -0.0376 2.2748
C -4.1388 -0.6758 1.1670
H -5.2650 -5.2494 -2.9971
H -6.2556 -2.9897 -3.0236
H -4.9880 -1.0742 -2.1300
H -1.7090 -3.7242 -1.1830
H -3.0047 -5.6212 -2.0826
H -0.2581 -0.7243 -2.8839
H 0.4356 0.9816 -4.5220
H -0.8979 3.0448 -4.7942
H -2.9150 3.4176 -3.4212
H -3.5636 1.7866 -1.6988
H -1.9815 1.8143 0.2195
H -2.8658 2.8391 2.2022
H -4.6601 1.7162 3.5097
H -5.4401 -0.5287 2.8505
H -4.4976 -1.6602 0.8923

Cartesian forces, eV/Å:
0.390 -0.200 0.451
-0.001 -0.034 -0.021
-0.004 0.011 0.006
0.012 0.016 -0.029
0.000 -0.028 -0.007
0.002 0.015 -0.002
0.001 0.046 0.043
-0.013 -0.202 -0.068
-0.062 0.293 0.045
-0.107 -0.028 -0.330
0.009 -0.035 0.060
-0.013 -0.133 -0.178
-0.042 -0.017 0.027
0.124 0.003 0.055
-0.025 0.053 -0.052
-0.001 -0.032 0.007
-0.023 0.022 0.009
0.004 0.003 -0.056
-0.165 -0.062 -0.001
0.001 0.026 0.027
0.003 -0.001 0.003
-0.001 0.005 0.000
0.006 0.004 -0.006
0.006 -0.007 -0.007
0.052 0.029 0.056
-0.017 -0.003 0.018
0.005 0.015 -0.007
0.004 -0.006 -0.004
0.000 0.000 0.006
-0.011 -0.009 -0.008
0.006 -0.014 0.010
0.049 0.017 0.016
-0.133 0.032 -0.136
0.065 0.006 0.051
-0.008 -0.004 0.003
0.142 0.103 0.182
-0.128 0.075 -0.224
0.035 -0.022 0.044
-0.015 -0.005 -0.008
0.017 -0.007 -0.016
0.009 0.006 -0.009
0.019 -0.017 0.058
-0.230 0.015 0.184
0.271 0.298 0.010
-0.003 -0.222 0.000
0.028 0.009 0.001
-0.047 0.020 0.079
0.070 -0.093 -0.120
0.004 -0.001 -0.001
0.000 0.005 0.000
-0.005 -0.002 -0.007
0.004 0.015 0.001
-0.003 -0.002 -0.002
-0.002 0.006 0.021
0.004 0.004 0.000
-0.002 -0.001 -0.002
-0.002 0.000 0.006
-0.008 0.000 -0.007
-0.271 0.003 -0.146
-0.032 0.018 0.005
0.014 0.014 -0.001
0.000 0.002 0.000
0.015 0.001 -0.023

The natural (NBO) scheme yields these atomic charges, measured in e:
1 Zr 2.238
2 O -0.627
3 C 0.499
4 C -0.298
5 C -0.078
6 C -0.243
7 C -0.124
8 C -0.302
9 C 0.605
10 O -0.816
11 N -0.410
12 N -0.378
13 C 0.137
14 C 0.139
15 C -0.168
16 C -0.062
17 C -0.212
18 C 0.106
19 N -0.624
20 H 0.509
21 H 0.261
22 H 0.250
23 H 0.248
24 H 0.227
25 H 0.262
26 H 0.271
27 H 0.275
28 H 0.278
29 H 0.228
30 C -0.115
31 C -0.184
32 C -0.182
33 C -0.352
34 C -0.174
35 C -0.195
36 P 0.931
37 C -0.443
38 C -0.282
39 C -0.177
40 C -0.108
41 C -0.171
42 C -0.155
43 C -0.445
44 C -0.188
45 C -0.195
46 C -0.134
47 C -0.146
48 C -0.171
49 H 0.256
50 H 0.257
51 H 0.230
52 H 0.215
53 H 0.252
54 H 0.245
55 H 0.254
56 H 0.265
57 H 0.267
58 H 0.251
59 H 0.176
60 H 0.254
61 H 0.259
62 H 0.258
63 H 0.250



3.
This record from the OMol25 dataset describes a structure of composition C34H42PW in a non-equilibrium geometry. The level of theory is ωB97M-V with the def2-TZVPD basis set.

Values from the calculation:
LUMO energy (alpha / beta) in eV: -3.984 / -3.918
Energy above the lowest of the compared OMol25 structures with the same formula, charge and spin in kJ/mol: 155.17
Multiplicity: 3
Charge: +1
<S²>: 2.334

Cartesian coordinates (Å):
C -1.8565 -0.0096 -1.8609
C -0.7142 -0.0424 -2.7418
C -0.0889 1.2622 -2.7030
C -0.8709 2.0917 -1.8200
C -1.9300 1.2948 -1.2765
W 0.0339 0.3383 -0.7839
C 1.7791 2.8590 2.0530
C 0.7088 2.0122 2.1067
H 0.6565 1.2895 2.9372
C -0.1863 1.7877 0.9847
H -0.5501 2.7317 0.5541
H -1.0367 1.1648 1.2995
C 3.0193 2.3931 2.7328
H 2.9714 1.3016 2.8272
H 3.8544 2.5899 2.0467
H 3.1811 2.8810 3.6945
C 1.9908 3.8203 0.9206
H 1.6266 3.3462 -0.0174
H 1.5159 4.8006 1.0697
H 3.0853 3.9531 0.7815
C -0.4156 -1.1476 -3.6857
H -0.4769 -2.1269 -3.1892
H -1.1246 -1.1441 -4.5267
H 0.5891 -1.0366 -4.0975
C 1.0571 1.7315 -3.5274
H 1.8152 0.9513 -3.6303
H 0.7039 2.0245 -4.5288
H 1.5378 2.5985 -3.0574
C -0.7796 3.5865 -1.7323
H 0.2352 3.9361 -1.9584
H -1.4621 4.0442 -2.4695
H -1.0656 3.9865 -0.7498
C -3.1062 1.8085 -0.5102
H -2.8831 2.7463 0.0081
H -3.9463 1.9957 -1.1973
H -3.4490 1.0884 0.2413
C -2.9782 -1.0013 -1.8521
H -3.5250 -0.9734 -0.9024
H -3.6972 -0.7691 -2.6561
H -2.6233 -2.0252 -2.0170
C 2.0452 -0.8802 -1.4321
C 3.4425 -0.9470 -0.7327
C 2.4326 -1.5383 -2.6644
C 4.2636 0.0450 -1.3540
H 3.9169 -1.3989 0.1381
C 3.6370 -1.1451 -3.3319
H 1.7601 -2.3126 -3.0975
C 4.4766 -0.1788 -2.7470
H 4.7782 0.8450 -0.7629
H 3.8929 -1.6026 -4.2776
H 5.2574 0.3280 -3.3317
C -0.4484 -3.1344 -0.1923
P -0.7008 -1.5667 0.6823
C -2.4212 -1.6789 1.3270
C -2.9679 -0.5813 2.0299
C -4.3364 -0.5260 2.3081
C -5.1603 -1.6127 1.9990
C -4.6045 -2.7573 1.4207
C -3.2427 -2.8033 1.1092
C 0.3426 -1.7606 2.1718
C 1.6727 -2.1769 2.0020
C 2.5443 -2.2016 3.0888
C 2.0990 -1.8004 4.3547
C 0.7658 -1.4294 4.5367
C -0.1206 -1.4418 3.4582
H -1.1673 -3.2473 -1.0136
H -0.5761 -3.9533 0.5289
H 0.5619 -3.1671 -0.6168
H -2.3224 0.2199 2.4023
H -4.7464 0.3656 2.7868
H -6.2253 -1.5722 2.2313
H -5.2302 -3.6273 1.2138
H -2.8210 -3.7198 0.6933
H 2.0194 -2.4868 1.0128
H 3.5703 -2.5436 2.9489
H 2.7896 -1.7919 5.1973
H 0.4026 -1.1402 5.5240
H -1.1745 -1.2189 3.6226

Cartesian forces, eV/Å:
-0.488 0.444 -1.281
-1.577 1.121 -1.302
-1.040 0.345 -1.393
-0.492 0.248 -0.953
-0.671 0.292 -1.379
5.474 -2.409 5.484
-0.948 -1.707 -0.824
1.863 -0.010 -0.047
0.279 0.206 -0.479
-1.890 0.146 -0.993
-0.027 -0.497 0.428
-0.304 0.682 0.197
0.375 -0.006 0.570
0.123 0.294 0.471
-0.010 0.088 0.492
0.409 -0.117 0.052
0.403 -0.222 -0.569
0.007 0.502 0.326
0.083 -0.281 -0.152
-0.767 0.279 0.036
0.213 -0.427 -0.195
0.003 0.210 -0.209
0.063 0.085 0.287
-0.278 -0.023 -0.015
0.276 0.173 -0.255
-0.055 0.074 -0.087
0.167 -0.042 0.257
-0.087 -0.194 -0.184
0.226 0.261 0.131
-0.290 -0.045 0.081
0.225 -0.284 0.198
0.093 -0.157 -0.304
-0.071 0.032 0.462
-0.004 -0.178 -0.114
0.298 -0.072 0.100
0.045 0.166 -0.219
-0.092 -0.296 0.279
0.089 -0.048 -0.276
0.353 0.038 0.206
-0.125 0.214 0.023
1.045 -1.911 2.190
-2.544 3.454 -0.140
1.061 1.003 -1.743
1.478 -0.444 -2.194
-1.321 0.221 0.750
-1.635 -1.299 0.476
0.607 0.993 0.071
-0.483 1.066 1.493
0.142 -1.357 -0.488
-0.061 -0.012 -0.030
-0.513 -0.101 0.427
-0.067 -0.504 -0.056
0.137 -0.662 0.746
-0.324 0.157 0.411
-0.138 -0.250 -0.243
0.200 -0.253 0.171
0.210 0.066 -0.172
0.122 0.047 0.197
0.146 0.374 -0.155
0.151 -0.053 0.345
-0.082 0.164 0.044
-0.181 -0.001 0.117
-0.068 0.010 -0.248
0.030 -0.136 -0.099
0.211 0.025 -0.195
0.162 0.023 0.215
0.042 0.091 -0.292
-0.266 0.090 0.181
-0.300 -0.111 -0.445
0.102 -0.338 -0.053
0.308 -0.024 -0.113
0.196 0.262 0.107
-0.208 0.340 -0.050
-0.056 0.175 0.336
-0.260 0.122 0.065
-0.182 -0.017 -0.209
0.125 -0.132 -0.266
0.364 0.034 -0.002

The Löwdin scheme yields these atomic charges, measured in e:
1 C -0.336
2 C -0.352
3 C -0.344
4 C -0.313
5 C -0.324
6 W 1.452
7 C -0.339
8 C -0.150
9 H 0.100
10 C -0.242
11 H 0.033
12 H 0.003
13 C -0.067
14 H 0.069
15 H 0.076
16 H 0.085
17 C -0.055
18 H 0.061
19 H 0.092
20 H 0.081
21 C -0.022
22 H 0.083
23 H 0.113
24 H 0.068
25 C -0.007
26 H 0.065
27 H 0.109
28 H 0.087
29 C -0.014
30 H 0.081
31 H 0.112
32 H 0.080
33 C 0.004
34 H 0.091
35 H 0.113
36 H 0.061
37 C -0.005
38 H 0.071
39 H 0.115
40 H 0.076
41 C -0.148
42 C -0.067
43 C -0.185
44 C -0.110
45 H 0.099
46 C -0.134
47 H 0.098
48 C -0.108
49 H 0.118
50 H 0.097
51 H 0.109
52 C -0.235
53 P 0.938
54 C -0.348
55 C -0.136
56 C -0.068
57 C -0.059
58 C -0.062
59 C -0.083
60 C -0.343
61 C -0.103
62 C -0.067
63 C -0.065
64 C -0.067
65 C -0.085
66 H 0.038
67 H 0.068
68 H 0.037
69 H 0.098
70 H 0.118
71 H 0.115
72 H 0.115
73 H 0.102
74 H 0.081
75 H 0.112
76 H 0.112
77 H 0.115
78 H 0.094



The highest charge belongs to which entry? C31H25N3O2PZr



Which of these has the highest charge? C31H25N3O2PZr



Number 3 is which compound? C34H42PW